Here is C18H25N3O2 in the gas phase from the OMol25 dataset. Energies are from ωB97M-V/def2-TZVPD.

Element x y z (Å)
1 C 4.6612 2.6129 6.4994
2 C 3.1950 3.0283 6.5308
3 C 2.2359 1.8739 6.2381
4 C 2.3225 1.3629 4.8013
5 C 1.2723 0.2885 4.5262
6 C 1.4051 -0.3524 3.1441
7 C 1.2323 0.6086 1.9658
8 C -0.0980 1.3644 1.9437
9 C -1.3221 0.4403 1.9582
10 C -1.2501 -0.6181 0.8753
11 O -1.1263 -1.8033 1.0886
12 N -1.3636 -0.0738 -0.3629
13 N -1.2502 -0.6902 -1.6003
14 C -1.2042 -2.0373 -1.7911
15 N -1.1145 -2.5952 -2.9380
16 C -1.0653 -1.8043 -4.0521
17 C -0.9730 -2.4036 -5.3147
18 C -0.9231 -1.6227 -6.4447
19 C -0.9627 -0.2293 -6.3538
20 C -1.0528 0.3804 -5.1256
21 C -1.1054 -0.3976 -3.9638
22 C -1.2032 0.2257 -2.6633
23 O -1.2498 1.4203 -2.4126
24 H -1.0853 1.4547 -5.0250
25 H -0.9225 0.3669 -7.2527
26 H -0.8525 -2.0886 -7.4165
27 H -0.9433 -3.4801 -5.3666
28 H -1.2387 -2.6489 -0.9010
29 H -1.4018 0.9368 -0.5152
30 H -2.2292 1.0328 1.8228
31 H -1.3883 -0.0795 2.9135
32 H -0.1212 1.9937 1.0501
33 H -0.1584 2.0288 2.8068
34 H 2.0424 1.3403 1.9697
35 H 1.3271 0.0279 1.0444
36 H 0.6765 -1.1596 3.0538
37 H 2.3965 -0.8050 3.0636
38 H 1.3764 -0.5005 5.2753
39 H 0.2758 0.7172 4.6486
40 H 3.3128 0.9434 4.6173
41 H 2.1818 2.2040 4.1196
42 H 2.4423 1.0520 6.9277
43 H 1.2138 2.2127 6.4279
44 H 3.0289 3.8281 5.8050
45 H 2.9644 3.4292 7.5209
46 H 4.9568 2.2960 5.5028
47 H 4.8377 1.7905 7.1894
48 H 5.2960 3.4467 6.7910

Computed properties:
Molar mass, g/mol: 315.4
Multiplicity: 1
Structure (SMILES): CCCCCCCCCC(=O)Nn1cnc2ccccc2c1=O
E_LUMO, eV: 0.302
Kohn-Sham gap, eV: 9.0
Total charge: 0

Atom charges from the Mulliken analysis, given in e for atoms 1 to 8: atom 1 (C): -1.1699, atom 2 (C): -0.4790, atom 3 (C): -0.6472, atom 4 (C): -0.3823, atom 5 (C): -0.7006, atom 6 (C): -0.8161, atom 7 (C): -0.7564, atom 8 (C): -0.7538